# 1
56
Properties=species:S:1:pos:R:3:mulliken_charge:R:1 method="wB97M-V/def2-TZVPD" gap_ev=3.21 molar_mass_g_mol=536.5 e_homo_ev=-3.039 charge=-1 total_energy_ha=-2199.01946 multiplicity=1 relative_energy_kj_mol=0.00
C -6.54 -1.84 -0.92 -1.4198
C -5.43 -1.44 0.02 0.9765
C -5.46 -1.85 1.35 -0.6685
C -4.46 -1.47 2.24 -0.1988
C -3.39 -0.69 1.78 0.0903
S -2.08 -0.23 2.91 1.3509
O -1.82 1.18 2.89 -0.7306
O -2.24 -0.99 4.12 -0.6216
N -0.66 -0.82 2.11 0.0191
C -0.39 -2.19 1.92 0.0535
C -1.19 -3.30 2.13 -0.0882
C -0.67 -4.55 1.73 -0.4810
N -1.45 -5.72 1.93 0.9482
O -0.98 -6.83 1.58 -0.6144
O -2.59 -5.62 2.44 -0.6027
C 0.62 -4.65 1.13 -0.5787
C 1.41 -3.51 0.94 -0.4162
C 0.91 -2.27 1.34 0.4284
C 1.39 -0.90 1.22 -0.5820
N 2.60 -0.47 0.66 0.8529
O 3.52 -1.28 0.42 -0.6058
O 2.69 0.76 0.41 -0.4496
C 0.39 -0.06 1.67 -0.2468
C -3.37 -0.24 0.46 -0.4730
C -4.37 -0.64 -0.42 -0.8889
H -6.38 -1.44 -1.92 0.3428
H -6.61 -2.93 -1.00 0.3324
H -7.51 -1.49 -0.56 0.3374
H -6.28 -2.48 1.70 0.3616
H -4.48 -1.81 3.28 0.4636
H -2.16 -3.24 2.60 0.6149
H 0.97 -5.63 0.83 0.4756
H 2.39 -3.57 0.47 0.5393
H 0.41 1.01 1.71 0.7145
H -2.56 0.41 0.12 0.4602
H -4.34 -0.32 -1.46 0.3113
C 4.91 2.96 0.60 -1.7006
C 4.03 3.89 -0.15 0.7973
C 3.64 5.06 0.52 0.1651
N 3.34 6.03 1.11 -0.7263
C 3.63 3.70 -1.50 1.2097
C 4.00 2.54 -2.27 -0.4860
C 3.61 2.41 -3.59 -0.6201
C 2.80 3.40 -4.19 -0.2474
N 2.36 3.22 -5.53 0.9296
O 1.63 4.11 -6.04 -0.6825
O 2.71 2.19 -6.14 -0.6843
C 2.42 4.54 -3.46 -0.4075
C 2.83 4.69 -2.15 -0.7530
H 5.21 2.08 0.03 0.2624
H 5.81 3.50 0.93 0.3969
H 4.41 2.63 1.52 0.2511
H 4.59 1.75 -1.80 0.1103
H 3.89 1.54 -4.18 0.4284
H 1.80 5.28 -3.95 0.4268
H 2.53 5.59 -1.60 0.3233

# 2
62
Properties=species:S:1:pos:R:3:mulliken_charge:R:1 method="wB97M-V/def2-TZVPD" gap_ev=7.10 molar_mass_g_mol=678.6 e_homo_ev=-10.928 charge=+1 total_energy_ha=-3536.90914 multiplicity=1 relative_energy_kj_mol=108.81
Al -0.21 0.33 0.17 -0.9107
C -2.23 3.26 1.38 -1.5289
C -0.75 3.33 1.57 1.2770
C -0.14 4.57 1.78 -0.9198
C 1.22 4.63 2.01 -0.6580
C 1.95 3.45 2.08 -1.0923
C 1.28 2.27 1.86 0.5735
N -0.04 2.20 1.57 0.4037
C 1.92 0.94 1.99 0.8152
C 3.07 0.64 2.70 -0.9771
C 3.36 -0.70 2.94 -0.8579
C 2.46 -1.69 2.57 -0.9761
C 1.34 -1.31 1.85 -0.3996
N 1.16 -0.04 1.50 0.4859
C 0.16 -2.14 1.53 1.9086
C 0.15 -3.51 1.60 -0.9052
C -1.04 -4.17 1.35 -0.8043
C -2.18 -3.44 1.08 -0.8234
C -2.10 -2.05 1.01 1.0703
C -3.30 -1.23 0.69 -1.5737
N -0.94 -1.41 1.22 0.3238
H -2.73 3.87 2.14 0.6198
H -2.59 2.23 1.48 0.0480
H -2.53 3.65 0.41 0.2602
H -0.74 5.47 1.76 0.4909
H 1.71 5.59 2.16 0.4600
H 3.01 3.46 2.28 0.4574
H 3.69 1.42 3.09 0.4373
H 4.25 -0.96 3.49 0.4784
H 2.62 -2.72 2.84 0.4376
H 1.06 -4.06 1.81 0.4488
H -1.09 -5.25 1.37 0.4699
H -3.13 -3.92 0.90 0.4967
H -4.19 -1.66 1.14 0.6184
H -3.46 -1.18 -0.39 0.2707
H -3.18 -0.22 1.09 0.1490
S 1.08 1.73 -1.23 -0.4418
C -0.56 2.04 -1.67 0.6572
C -0.96 2.87 -2.73 -0.8787
C -2.29 2.97 -3.04 -0.5269
C -3.23 2.26 -2.29 -0.9745
C -2.80 1.48 -1.25 -0.1534
N -1.49 1.38 -0.93 1.3794
H -0.20 3.39 -3.30 0.5301
H -2.61 3.59 -3.87 0.4607
H -4.29 2.31 -2.51 0.4933
H -3.50 0.94 -0.63 0.4219
F -0.32 -3.48 -3.89 -0.2183
C -0.51 -3.01 -2.67 0.6388
F -1.81 -3.00 -2.39 -0.2146
F 0.11 -3.80 -1.79 -0.1958
S 0.15 -1.29 -2.55 0.9461
O -0.17 -1.04 -1.11 -0.2225
O -0.61 -0.52 -3.47 -0.6629
N 1.64 -1.36 -2.86 -0.4786
S 2.84 -1.62 -1.82 1.1185
O 2.40 -2.23 -0.60 -0.4758
O 3.72 -0.50 -1.76 -0.6518
C 3.72 -2.94 -2.75 0.4616
F 4.14 -2.49 -3.92 -0.1931
F 4.77 -3.33 -2.03 -0.1930
F 2.92 -3.98 -2.94 -0.2004